16
Properties=species:S:1:pos:R:3 method="wB97M-V/def2-TZVPD" total_energy_ev=-8864.0931 smiles="C=CO.C#N.C=C" e_above_lowest_kj_mol=493.96
C 0.34 -1.50 -1.30
C -0.46 -0.63 -0.67
O -1.74 -0.94 -0.29
H 1.35 -1.27 -1.55
H 0.03 -2.53 -1.46
H -0.50 0.47 -0.97
H -1.79 -1.89 -0.14
C -1.26 2.25 -0.49
N -1.15 2.37 0.66
H -1.54 2.49 -1.49
C 0.48 -0.06 1.37
C 1.72 0.36 1.07
H 0.34 -0.94 1.98
H -0.30 0.74 1.48
H 2.60 -0.21 1.29
H 1.87 1.27 0.50

116
Properties=species:S:1:pos:R:3 method="wB97M-V/def2-TZVPD" charge=+1 total_energy_ev=-138360.5021 e_above_lowest_kj_mol=190.34
Al -0.11 1.17 0.38
C -2.46 2.71 1.70
P -1.75 3.21 -0.05
C -3.16 3.12 -1.19
C -3.02 3.52 -2.53
C -4.17 3.59 -3.29
C -5.41 3.13 -2.79
C -5.55 2.77 -1.42
C -4.45 2.88 -0.61
C -1.30 4.95 0.17
C -0.50 5.47 -0.84
C -0.16 6.87 -0.91
C -0.57 7.59 0.16
C -1.30 7.01 1.26
C -1.73 5.73 1.20
C -1.26 2.59 2.53
C -0.97 3.24 3.71
C 0.43 3.05 3.89
C 0.89 2.25 2.86
C 2.28 1.84 2.46
P 2.28 2.05 0.62
C 3.57 1.11 -0.10
C 3.44 0.44 -1.36
C 4.48 -0.34 -1.76
C 5.57 -0.56 -0.91
C 5.83 0.20 0.21
C 4.78 1.07 0.64
C 2.68 3.75 0.21
C 2.23 4.70 1.09
C 2.78 5.98 1.05
C 3.68 6.35 0.04
C 4.12 5.37 -0.83
C 3.59 4.08 -0.79
N -0.21 1.90 2.07
H -3.06 1.76 1.63
H -3.17 3.43 2.03
H -2.05 3.78 -2.94
H -4.20 3.93 -4.29
H -6.25 3.09 -3.43
H -6.52 2.54 -1.03
H -4.53 2.70 0.43
H -0.11 4.78 -1.55
H 0.49 7.18 -1.70
H -0.31 8.61 0.34
H -1.54 7.63 2.14
H -2.29 5.38 2.01
H -1.55 3.91 4.26
H 0.98 3.65 4.55
H 2.60 0.82 2.63
H 3.00 2.53 2.96
H 2.55 0.52 -1.99
H 4.40 -0.87 -2.69
H 6.34 -1.29 -1.21
H 6.69 0.06 0.83
H 4.75 1.65 1.58
H 1.39 4.46 1.90
H 2.49 6.80 1.85
H 4.08 7.37 0.03
H 4.92 5.52 -1.47
H 4.06 3.36 -1.36
Cl -0.91 2.54 -5.02
C -0.91 1.37 -3.70
Cl 0.47 1.73 -2.58
H -0.78 0.34 -4.07
H -1.77 1.50 -3.10
C -2.45 -1.89 0.24
S -2.07 -0.81 -1.04
O -0.93 -1.35 -1.73
O -3.31 -0.48 -1.75
O -1.62 0.45 -0.31
H -3.02 -2.70 -0.31
H -3.14 -1.54 1.03
H -1.43 -2.26 0.59
C 2.31 -6.92 0.94
C 1.11 -6.16 1.45
C -0.19 -6.97 1.39
C 1.30 -5.74 2.92
C 0.81 -4.81 0.64
O -0.33 -4.14 1.26
C 0.71 -4.95 -0.90
C -0.47 -5.74 -1.52
C -1.86 -5.08 -1.63
C -2.20 -4.32 -2.76
C -3.48 -3.75 -2.89
C -4.44 -4.00 -1.90
Cl -6.02 -3.21 -1.88
C -4.16 -4.90 -0.87
C -2.85 -5.41 -0.72
C 2.11 -3.85 0.88
N 1.72 -2.50 1.16
C 1.16 -1.61 0.32
N 0.70 -0.58 1.02
C 0.95 -0.99 2.36
N 1.57 -2.12 2.42
H 2.57 -7.76 1.53
H 3.25 -6.29 1.07
H 2.17 -7.19 -0.13
H -0.02 -7.86 1.88
H -0.28 -7.25 0.37
H -1.02 -6.44 1.83
H 1.20 -6.66 3.52
H 0.59 -5.07 3.36
H 2.31 -5.55 3.16
H -1.08 -4.63 0.86
H 1.67 -5.35 -1.25
H 0.69 -3.96 -1.31
H -0.60 -6.66 -1.02
H -0.17 -5.92 -2.59
H -1.48 -4.06 -3.53
H -3.65 -3.21 -3.77
H -4.98 -5.14 -0.25
H -2.62 -6.20 -0.02
H 2.70 -3.94 -0.10
H 2.72 -4.19 1.64
H 1.06 -1.67 -0.77
H 0.67 -0.31 3.15

12
Properties=species:S:1:pos:R:3 method="wB97M-V/def2-TZVPD" total_energy_ev=-26581.0707 smiles="CSCl.C=C" e_above_lowest_kj_mol=98.94
C -2.39 -1.61 0.07
S -1.16 -0.34 -0.33
Cl -2.25 1.34 -0.02
H -3.11 -1.71 -0.74
H -1.83 -2.53 0.19
H -2.88 -1.35 1.00
C 2.16 0.90 0.60
C 2.39 1.15 -0.67
H 2.06 -0.10 0.99
H 2.04 1.70 1.32
H 2.48 2.16 -1.04
H 2.50 0.37 -1.39

Across the entries above, HOMO-LUMO gap takes the values 8.9; 8.1; 9.2 eV, respectively.